Run 1
A cluster of 3 separate species, C4H13N2O in total, computed with wB97M-V/def2-TZVPD.

Last column: Mulliken charge in e.
Positions of all 20 atoms, in Å:
C (-1.8673, 0.1065, -0.1359)  -0.410
C (-0.6126, 0.4208, 0.7220)  -0.590
C (0.6713, 0.4996, -0.1020)  -0.050
C (1.4049, 1.6080, -0.2508)  -0.541
N (2.1153, -1.6484, 1.1144)  -0.441
N (-2.2982, 1.2837, -0.8490)  -0.450
H (-1.5241, -0.6765, -0.8152)  0.367
H (-2.6835, -0.2593, 0.5029)  0.329
H (-0.4395, -0.3574, 1.4638)  0.331
H (-0.8303, 1.4027, 1.1456)  0.488
H (2.4288, 1.7014, -0.6143)  0.304
H (1.0373, 2.5869, 0.0674)  0.289
H (1.6113, -1.9746, 0.3068)  0.286
H (2.6745, -0.8344, 0.8828)  0.236
H (2.6527, -2.1638, 1.7789)  0.258
H (-3.0274, 1.1332, -1.5278)  0.238
H (-2.4418, 2.0588, -0.2230)  0.201
H (0.7386, -0.3116, -0.8867)  0.495
H (0.2111, -2.6282, -1.6391)  0.250
O (0.1790, -1.9473, -0.9408)  -0.589

Calculated values
Charge: +1
Lowest unoccupied orbital energy (eV): -9.34
HOMO energy (eV): -13.14
HOMO-LUMO gap (eV): 3.80

---

Run 2
A cluster of 2 separate species, C4H13N2O in total, computed with wB97M-V/def2-TZVPD.

Last column: Mulliken charge in e.
Positions of all 20 atoms, in Å:
C (0.0937, -1.2513, 2.0514)  -1.052
C (1.3432, -0.3983, 1.8633)  -0.520
C (1.5329, -0.0822, 0.3511)  -0.711
N (0.3466, 0.6669, -0.1222)  -0.086
C (-0.0625, 0.9251, -1.3119)  0.208
N (-0.7866, 2.0007, -1.7353)  -0.411
H (-0.8225, -0.8243, 2.4703)  0.352
H (-0.1209, -1.8057, 1.1332)  0.310
H (0.1962, -2.0138, 2.8396)  0.337
H (1.2757, 0.4536, 2.5356)  0.367
H (2.2841, -0.9206, 2.0163)  0.327
H (2.4091, 0.5194, 0.1351)  0.398
H (1.6476, -1.0797, -0.0755)  0.374
H (-0.2411, 1.0114, 0.6345)  0.308
H (0.2281, 0.3533, -2.1921)  0.360
H (-1.7188, 1.8705, -2.1015)  0.211
H (-0.6139, 2.9177, -1.3705)  0.223
H (-2.8230, -0.1792, -2.2902)  0.293
H (-2.1847, -1.5486, -2.4728)  0.294
O (-1.9832, -0.6148, -2.3586)  -0.581

Calculated values
Charge: +1
Lowest unoccupied orbital energy (eV): -3.94
HOMO energy (eV): -15.00
HOMO-LUMO gap (eV): 11.06

---

run 2 (736.3 kJ/mol below the next structure)

---

Run 1
A cluster of 2 separate species, C6H10O in total, computed with wB97M-V/def2-TZVPD.

Last column: Mulliken charge in e.
Positions of all 17 atoms, in Å:
C (-0.4025, -0.1688, -2.6548)  -0.443
C (-0.4771, 0.9643, -0.0013)  -0.572
C (-1.2890, 0.0443, 0.9223)  -0.612
C (-0.2427, -0.5113, 1.8554)  -0.168
C (0.9969, -0.2509, 1.4342)  -0.821
C (0.9707, 0.4833, 0.1113)  0.183
O (1.2903, -0.4002, -0.9980)  -0.589
H (-0.4352, -1.2710, -2.5612)  0.184
H (-0.8011, 0.8875, -1.0482)  0.183
H (0.5121, 0.0329, -3.2324)  0.203
H (-0.5549, 2.0084, 0.3072)  0.327
H (-1.7708, -0.7713, 0.3625)  0.234
H (-2.0848, 0.5792, 1.4493)  0.339
H (-0.4940, -1.0658, 2.7562)  0.414
H (1.9133, -0.5457, 1.9398)  0.419
H (1.7042, 1.2932, 0.0466)  0.332
H (1.1645, -1.3079, -0.6889)  0.388

Calculated values
Charge: 0
Lowest unoccupied orbital energy (eV): 0.09
HOMO energy (eV): -8.61
HOMO-LUMO gap (eV): 8.69

---

Run 2
An isolated molecule of C6H10O, computed with wB97M-V/def2-TZVPD.

Last column: Mulliken charge in e.
Positions of all 17 atoms, in Å:
C (2.1878, -0.5546, 0.1076)  -0.982
C (0.9604, -0.2790, 0.8932)  -0.197
C (-1.0065, -0.2695, -1.1065)  -0.514
C (-1.6688, 0.6048, -0.0889)  0.013
C (-1.7126, -0.8769, 0.0924)  -0.475
O (-0.8956, 1.3534, 0.8205)  -0.374
C (0.4918, 1.1209, 0.7507)  -0.337
H (2.6052, 0.2555, -0.5150)  0.288
H (1.9250, -1.3977, -0.5529)  0.273
H (2.9536, -0.9778, 0.7656)  0.403
H (0.0726, -0.2235, -1.2038)  0.032
H (-1.4831, -0.4167, -2.0683)  0.295
H (-2.5631, 1.1557, -0.3653)  0.356
H (-2.6199, -1.4264, -0.1257)  0.254
H (-1.1433, -1.2415, 0.9406)  0.307
H (0.9345, 1.7064, -0.0779)  0.344
H (0.9186, 1.5231, 1.6928)  0.313

Calculated values
Charge: 0
Lowest unoccupied orbital energy (eV): 0.09
HOMO energy (eV): -8.42
HOMO-LUMO gap (eV): 8.51

---

Run 3
An isolated molecule of C6H10O, computed with wB97M-V/def2-TZVPD.

Last column: Mulliken charge in e.
Positions of all 17 atoms, in Å:
C (0.4582, -1.7087, -1.3768)  -1.401
C (0.0772, -0.6981, -0.2787)  0.300
C (1.2187, 0.2689, 0.0442)  -0.607
C (0.6899, 1.2170, 1.0734)  -0.375
C (-0.6243, 1.2467, 1.2706)  -0.433
C (-1.6237, 0.7465, 0.2721)  -0.457
O (-1.0497, 0.0114, -0.7785)  -0.424
H (1.3853, -2.2378, -1.1367)  0.377
H (0.6196, -1.2184, -2.3568)  0.325
H (-0.3399, -2.4374, -1.5263)  0.341
H (-0.2504, -1.0202, 0.7551)  0.324
H (1.5749, 0.7715, -0.8562)  0.325
H (2.0684, -0.2877, 0.4662)  0.330
H (1.3729, 1.7656, 1.7181)  0.366
H (-1.0550, 1.7660, 2.1078)  0.422
H (-2.4255, 0.1842, 0.7719)  0.260
H (-2.0967, 1.6307, -0.1694)  0.327

Calculated values
Charge: 0
SMILES: C[C@H]1CC=CCO1
Lowest unoccupied orbital energy (eV): 1.15
HOMO energy (eV): -9.13
HOMO-LUMO gap (eV): 10.28

---

run 3 (398.1 kJ/mol below the next structure)

---

Run 1
A structure of composition CH5FP2, computed with wB97M-V/def2-TZVPD.

Last column: Mulliken charge in e.
Positions of all 9 atoms, in Å:
C (0.1366, 0.6343, -0.1559)  -0.066
F (1.1863, 1.3250, -0.6442)  -0.241
P (0.0046, -0.9024, -1.2748)  -0.070
P (0.5238, 0.4643, 1.6514)  -0.075
H (-0.9168, 1.5477, -0.3229)  0.274
H (-1.0473, -0.5776, -2.0929)  0.041
H (-0.8493, -1.7386, -0.6275)  0.023
H (1.6601, -0.4935, 1.6308)  0.066
H (-0.6980, -0.2591, 1.8361)  0.047

Calculated values
Charge: 0
Lowest unoccupied orbital energy (eV): 0.78
HOMO energy (eV): -9.28
HOMO-LUMO gap (eV): 10.07

---

Run 2
A cluster of 2 separate species, CH5FP2 in total, computed with wB97M-V/def2-TZVPD.

Last column: Mulliken charge in e.
Positions of all 9 atoms, in Å:
C (2.1422, 0.3308, -0.4713)  -0.415
P (1.4392, -0.3847, 0.8668)  -0.069
H (2.5098, -0.1290, -1.4417)  0.242
H (2.0986, 1.3796, -0.3878)  0.275
H (1.7592, -1.6898, 0.6346)  0.007
F (-3.6516, 0.5621, 1.0517)  -0.265
P (-2.9054, -0.3495, -0.0840)  0.189
H (-1.3558, -0.4023, 0.4877)  -0.016
H (-2.0360, 0.6827, -0.6559)  0.053

Calculated values
Charge: 0
SMILES: C=P.FP
Lowest unoccupied orbital energy (eV): -0.15
HOMO energy (eV): -9.81
HOMO-LUMO gap (eV): 9.67

---

run 2 (33.3 kJ/mol below the next structure)

---

Run 1
A cluster of 9 separate species, H18O9 in total, computed with wB97M-V/def2-TZVPD.

Last column: Mulliken charge in e.
Positions of all 27 atoms, in Å:
O (1.0969, 2.0164, 2.0585)  -0.624
H (0.5074, 1.6684, 1.4612)  0.315
H (0.7430, 1.5256, 2.7927)  0.308
O (0.9407, -0.2793, -0.0386)  -0.781
H (-0.0262, -0.3027, -0.0928)  0.377
H (1.3583, -0.6692, -0.8046)  0.425
O (3.0923, 1.1531, -0.9559)  -0.702
H (2.2721, 0.7749, -0.6828)  0.395
H (2.9030, 1.9379, -1.4746)  0.316
O (4.1370, -0.4409, -2.8777)  -0.640
H (3.7699, -0.0497, -2.1118)  0.408
H (5.0735, -0.1942, -2.8246)  0.304
O (-2.6987, -1.1992, 1.9393)  -0.685
H (-2.2589, -1.5988, 1.1394)  0.351
H (-3.5767, -1.4289, 1.6762)  0.310
O (1.3060, -2.1742, -2.1526)  -0.643
H (0.5796, -1.7496, -2.6543)  0.343
H (0.7047, -2.4713, -1.4479)  0.264
O (-1.3243, 1.0302, 2.5234)  -0.621
H (-1.7623, 0.2305, 2.2920)  0.350
H (-2.0155, 1.6653, 2.8009)  0.285
O (-3.1838, 1.6244, 0.0938)  -0.637
H (-2.4733, 1.2122, 0.5796)  0.326
H (-3.9910, 1.5867, 0.6281)  0.327
O (-1.5529, -1.0928, -0.3595)  -0.708
H (-2.2153, -0.7775, -0.9179)  0.319
H (-1.4055, -1.9975, -0.5894)  0.318

Calculated values
Charge: 0
SMILES: O.O.O.O.O.O.O.O.O
Lowest unoccupied orbital energy (eV): -0.75
HOMO energy (eV): -10.25
HOMO-LUMO gap (eV): 9.50

---

Run 2
A structure of composition H18O9, computed with wB97M-V/def2-TZVPD.

Last column: Mulliken charge in e.
Positions of all 27 atoms, in Å:
H (0.2978, -1.3106, 0.7079)  0.280
H (-0.4208, 0.1407, 0.8601)  0.309
H (-0.7686, -1.0754, -4.5386)  0.336
H (0.5232, -1.4470, -3.7499)  0.293
H (2.4119, -1.8569, 4.2114)  0.310
H (1.8074, -1.2014, 5.3451)  0.289
H (1.0799, 3.5096, 0.1589)  0.371
H (1.1718, 2.3563, -0.6738)  0.315
H (1.7058, 2.7102, 1.6269)  0.289
H (0.7152, 1.6046, 2.0588)  0.252
H (-2.2023, 2.8798, 3.1486)  0.290
H (-1.4171, 4.0027, 3.6107)  0.300
H (2.1145, -4.5509, -2.0856)  0.311
H (0.6603, -4.4741, -2.3324)  0.312
H (-2.5938, -1.3840, -0.8882)  0.303
H (-3.9484, -0.6836, -0.7993)  0.326
H (-0.5314, 0.6382, -3.3644)  0.289
H (-1.9078, 0.8587, -2.7837)  0.335
O (0.1831, -0.4601, 1.2569)  -0.591
O (0.1481, -1.4683, -4.5639)  -0.623
O (2.2195, -0.9600, 4.5707)  -0.595
O (1.7612, 2.7704, -0.0486)  -0.668
O (1.1900, 1.9295, 1.3033)  -0.569
O (-1.3145, 3.1476, 3.2071)  -0.582
O (1.3776, -5.1265, -2.2182)  -0.624
O (-3.2723, -1.0633, -1.4817)  -0.632
O (-0.9901, 0.5137, -2.5382)  -0.626

Calculated values
Charge: 0
Lowest unoccupied orbital energy (eV): -0.06
HOMO energy (eV): -7.67
HOMO-LUMO gap (eV): 7.61

---

run 1 (476.6 kJ/mol below the next structure)

---

Run 1
A cluster of 9 separate species, H18O9 in total, computed with wB97M-V/def2-TZVPD.

Last column: Mulliken charge in e.
Positions of all 27 atoms, in Å:
O (0.6124, 0.3990, -0.4369)  -0.604
H (-0.3409, 0.5389, -0.4111)  0.242
H (0.8377, 0.1518, 0.4671)  0.344
O (1.2332, 3.5379, -0.3254)  -0.610
H (0.6334, 3.0117, 0.2153)  0.291
H (0.7873, 3.6000, -1.1777)  0.312
O (0.3237, -0.3926, 2.5380)  -0.632
H (1.0747, -0.0442, 3.0315)  0.312
H (-0.1520, -0.9287, 3.1824)  0.304
O (2.6266, -0.5931, -1.7444)  -0.605
H (2.9493, -1.4549, -2.0309)  0.293
H (1.6887, -0.7378, -1.5764)  0.264
O (2.9633, -1.7401, 0.8164)  -0.491
H (2.6426, -2.5228, 0.3543)  0.280
H (2.6436, -1.8530, 1.7186)  0.272
O (4.1743, -0.0025, -0.5000)  -0.639
H (4.1858, -0.2221, -1.4384)  0.349
H (3.4114, 0.5787, -0.4045)  0.311
O (-3.0532, 0.8125, 1.9448)  -0.630
H (-2.9429, 0.4382, 1.0635)  0.315
H (-2.2114, 1.2473, 2.1219)  0.316
O (-3.7372, -2.0704, -1.1315)  -0.591
H (-4.1829, -2.8385, -0.7570)  0.313
H (-4.4163, -1.3865, -1.1407)  0.293
O (-3.5538, 0.6680, -1.4668)  -0.642
H (-3.9136, 1.3050, -0.8392)  0.338
H (-4.2837, 0.4980, -2.0728)  0.294

Calculated values
Charge: 0
SMILES: O.O.O.O.O.O.O.O.O
Lowest unoccupied orbital energy (eV): -0.05
HOMO energy (eV): -8.49
HOMO-LUMO gap (eV): 8.43

---

Run 2
A cluster of 9 separate species, H18O9 in total, computed with wB97M-V/def2-TZVPD.

Last column: Mulliken charge in e.
Positions of all 27 atoms, in Å:
O (-24.0899, 5.6611, 13.5402)  -0.580
H (-24.1077, 6.2928, 12.8414)  0.331
H (-23.2102, 5.8237, 13.8057)  0.278
O (-24.9348, 8.6250, 12.9366)  -0.613
H (-25.1271, 9.5840, 12.8005)  0.269
H (-24.6031, 8.3609, 12.0564)  0.402
O (-25.5922, 11.3521, 12.6000)  -0.668
H (-25.4491, 12.1272, 11.9859)  0.332
H (-25.8691, 11.7680, 13.4062)  0.262
O (-27.6713, 10.3398, 10.5982)  -0.616
H (-27.7605, 10.9733, 9.9130)  0.290
H (-27.0286, 10.6899, 11.2190)  0.350
O (-22.7421, 11.1018, 12.6412)  -0.600
H (-22.5690, 11.8107, 13.2590)  0.321
H (-23.6540, 11.1901, 12.6172)  0.247
O (-27.1664, 7.2784, 13.0698)  -0.670
H (-27.0751, 7.0731, 14.0178)  0.309
H (-26.4307, 7.9179, 13.0074)  0.394
O (-23.1467, 8.9608, 15.3898)  -0.638
H (-23.8581, 8.7647, 14.8202)  0.344
H (-23.1707, 8.3165, 16.1220)  0.303
O (-23.9129, 6.9291, 10.9964)  -0.710
H (-23.3072, 7.6031, 10.6517)  0.288
H (-23.4079, 6.1668, 10.7384)  0.313
O (-23.5878, 10.2227, 10.1648)  -0.629
H (-23.4864, 11.1242, 9.8278)  0.274
H (-23.2430, 10.2725, 11.0748)  0.417

Calculated values
Charge: 0
SMILES: O.O.O.O.O.O.O.O.O
Lowest unoccupied orbital energy (eV): -0.55
HOMO energy (eV): -9.91
HOMO-LUMO gap (eV): 9.36

---

run 2 (169.1 kJ/mol below the next structure)